The following is a quantum chemistry calculation of a single C18H20N2O3S molecule in a non-equilibrium geometry, from the OMol25 dataset.

The geometry in XYZ format:
```
44
Properties=species:S:1:pos:R:3:forces:R:3:lowdin_charge:R:1
C -1.07569 4.54757 -4.99926 2.7494 2.3290 -0.6247 -0.1109
H -0.60018 5.10595 -5.93278 -1.9810 -1.4048 1.5496 0.1435
O 0.15445 4.24693 -4.32581 -1.0296 -2.1787 4.2851 -0.1353
C -0.10125 3.63311 -2.96482 3.7798 1.2187 -0.4690 -0.1483
C 1.09977 3.36425 -2.07938 -7.1104 -1.7619 0.5294 0.0761
C 0.84709 2.58765 -0.92105 -7.6355 4.2221 -5.4916 0.0549
C -0.51864 2.27999 -0.34527 13.4027 -0.1854 0.8188 -0.2067
C -1.33588 2.71573 -1.15078 -10.5806 -0.2768 -2.2204 -0.1294
C -1.25359 3.28117 -2.38506 -3.6375 2.9150 -4.0980 -0.0576
H -2.27546 3.62244 -2.93214 2.3879 -1.2563 1.4575 0.1612
H -2.36666 2.35543 -0.89315 0.1172 0.8895 -0.3069 0.1561
C -0.31950 1.56516 0.88535 -8.5544 6.5156 1.1835 -0.0921
C -0.70451 0.31417 0.88726 -0.4043 -13.4978 -5.7995 -0.4057
O -1.50320 -0.49912 1.33462 0.2581 2.6625 1.5500 0.1047
N 0.08545 -0.36556 -0.21083 -6.6911 -6.6338 11.5379 0.2201
N -0.19646 -1.87011 -0.42879 5.1399 14.1813 -12.6179 0.2397
C 0.77179 -2.29231 -1.10893 4.8162 -6.9223 -4.5248 -0.6033
O 1.60773 -1.75922 -1.78621 0.7612 3.3397 -0.5117 0.0811
C 0.92931 -3.83093 -1.28744 -4.0199 -1.2555 5.7404 -0.2811
H 1.17622 -4.38998 -2.12469 0.8320 0.1602 -2.0868 0.0442
H -0.07194 -4.27434 -0.92492 0.8847 0.5297 -1.1273 0.0781
S 1.87673 -4.66076 0.13210 0.8042 1.0805 -0.6947 0.9104
C 1.26161 -3.60615 1.43206 -0.5580 -3.9666 -2.7769 -0.7044
C 1.81948 -2.56045 1.97509 11.1208 7.4597 -0.8250 -0.2098
C 1.66335 -1.65969 2.94926 -8.8253 -3.4132 0.8081 0.0651
C 0.13226 -1.91295 3.47570 3.2323 -1.8996 -0.6485 -0.3178
C -0.60581 -3.00041 3.19091 4.2365 -2.6826 -6.0839 0.0389
C 0.11743 -3.91170 1.91810 -8.9699 -1.5100 5.8617 -0.0547
H -0.58999 -4.83316 1.72955 1.9186 1.7872 -0.2115 0.1369
H -1.58750 -3.33515 3.44209 -0.3251 0.2394 0.5082 0.0910
C -0.44073 -1.13367 4.48407 -0.8900 3.2033 5.9350 -0.1351
H -1.18225 -0.47398 4.14228 -1.1821 0.9963 -1.0271 0.0523
H -1.02347 -1.70959 5.27383 0.8346 0.2942 -0.9667 0.1087
H 0.16269 -0.39236 5.15624 -0.1700 -1.4533 -1.3727 0.1169
H 1.88096 -0.78956 3.46311 2.1410 1.4995 0.0102 0.0751
H 2.95430 -2.24861 1.42027 -2.9179 -1.2764 1.2305 0.1868
H -0.51852 -2.17484 0.23953 -7.7297 -7.7154 15.5809 -0.0487
H 0.43993 -0.04561 -0.91466 5.1200 4.8606 -9.9898 -0.0190
H 0.45804 1.73129 1.42940 4.8898 1.5522 3.1090 0.1032
H -1.30795 1.89581 1.39462 1.5626 0.6464 0.8107 0.2068
H 1.62905 2.39585 -0.48718 8.1524 -2.8130 5.0620 0.0177
H 1.83307 3.18570 -2.71438 4.7682 -0.0066 -1.7754 0.0591
H -1.63673 5.21034 -4.35192 -0.2092 0.7201 -0.2292 0.0716
H -1.68481 3.69169 -5.08598 -0.4888 -1.1929 -1.0885 0.0598
```
Forces are in eV/Å.

## Properties
- 2S+1 = 1
- energy above the lowest of the compared OMol25 structures with the same formula, charge and spin (kcal per mole) = 427.5
- DFT total energy (Ha) = -1430.71227
- HOMO (hartree) = -0.31147
- HOMO-LUMO gap (eV) = 8.97
- maximum force (Eh/bohr) = 0.38244
- structure (SMILES) = COc1ccc(CC(=O)NNC(=O)CSc2ccc(C)cc2)cc1